17
Properties=species:S:1:pos:R:3:forces:R:3 method="wB97M-V/def2-TZVPD" relative_energy_kj_mol=114.9 homo_ev="-8.48 / -8.48" homo_lumo_gap_ev="7.92 / 7.92" fmax_ev_per_a=4.94
H 2.634 -0.034 -1.789 -1.6329 0.1098 0.6283
N 1.652 -0.092 -1.359 0.9353 -0.5690 -1.0765
N 1.810 0.120 -0.144 1.8994 0.2495 -0.5490
S 3.210 0.593 0.589 1.3428 0.1551 0.1071
C 0.731 0.081 0.771 -3.6352 1.6482 2.9149
C -0.205 -1.143 0.796 -2.2605 3.1827 -1.5218
C -1.226 -1.215 -0.327 0.2145 1.7243 -0.5217
C -1.745 -0.107 -0.928 0.6659 -2.2023 0.9206
C -1.352 1.189 -0.423 2.9810 1.8980 1.9262
C -0.243 1.338 0.472 -2.3987 -2.0384 -2.3016
F 0.027 2.511 1.062 0.1901 -0.4930 -0.3653
H 1.215 0.179 1.813 -0.9930 0.0182 -1.8011
H -0.862 -1.034 1.657 0.2414 0.2306 0.6195
H 0.289 -2.011 0.903 1.9790 -3.0774 0.3130
H -1.593 -2.169 -0.610 -0.1249 -0.8044 -0.2371
H -2.486 -0.325 -1.707 0.2660 0.8389 0.3286
H -1.854 2.121 -0.776 0.3296 -0.8708 0.6158

11
Properties=species:S:1:pos:R:3:forces:R:3 method="wB97M-V/def2-TZVPD" relative_energy_kj_mol=349.0 homo_ev=-8.45 homo_lumo_gap_ev=9.05 fmax_ev_per_a=8.02
C -1.378 -0.602 0.267 2.4525 -1.2274 0.0709
C -0.892 0.484 -0.324 -3.1003 3.7636 0.6009
C 0.322 1.175 0.002 1.4951 1.6576 2.7396
N 1.475 0.651 0.203 -1.0727 -2.2313 -1.4058
N 1.478 -0.737 -0.128 7.1208 1.3570 3.4412
H -2.304 -0.977 -0.089 -1.0305 -0.2838 0.5627
H -0.654 -1.216 0.917 -1.5189 0.6724 -1.2054
H -1.650 1.383 -0.567 1.0694 -2.6459 -0.6811
H 0.201 2.204 0.526 0.2769 -1.4659 -1.5419
H 2.503 -1.140 -0.115 -3.0525 1.4072 -0.1789
H 0.901 -1.224 -0.694 -2.6397 -1.0034 -2.4021

11
Properties=species:S:1:pos:R:3:forces:R:3 method="wB97M-V/def2-TZVPD" relative_energy_kj_mol=301.0 homo_ev=-9.42 homo_lumo_gap_ev=8.44 fmax_ev_per_a=3.33 smiles="N#CC=C=N.C=S"
N 3.100 -1.933 1.216 1.9077 -2.0356 1.8246
C 2.447 -1.218 0.641 -1.5309 1.6888 -1.5093
C 1.658 -0.402 -0.181 -1.4907 0.4541 -1.2175
C 1.111 0.755 0.139 1.2124 -0.8725 0.8190
N 0.840 1.875 0.433 -0.2209 1.2747 -0.2170
H 1.247 -0.743 -1.129 0.5246 -0.4893 0.0565
H -0.013 2.126 0.901 -0.4285 -0.0401 0.2520
C -2.596 -0.152 -0.597 -0.1682 0.8988 0.4652
S -2.278 -0.187 0.980 -0.0532 -0.4496 -0.6602
H -2.642 0.795 -1.103 0.2055 0.6308 -0.1239
H -2.874 -0.916 -1.299 0.0423 -1.0601 0.3106

27
Properties=species:S:1:pos:R:3:forces:R:3 method="wB97M-V/def2-TZVPD" homo_ev="-9.51 / -13.54" total_charge=+1 homo_lumo_gap_ev="5.23 / 6.23" fmax_ev_per_a=9.50 spin_multiplicity=6
O -4.771 -0.896 -2.688 2.7529 0.4064 1.7458
C -3.808 -0.754 -2.076 -2.7605 -0.3949 -1.7805
Mn -0.062 -0.026 -0.016 1.5885 -0.1765 1.7292
O -2.532 -1.486 0.832 2.4757 1.1784 -0.5700
C -1.566 -0.929 0.512 -6.2371 -3.0105 1.3312
C 1.113 0.963 -1.010 4.7223 3.1797 -2.9681
O 2.042 1.548 -1.402 -2.7967 -1.4779 0.9039
C -0.832 1.535 0.540 -3.1563 7.7710 3.3768
O -1.293 2.538 0.901 0.8271 -2.5941 -1.2399
C 0.517 -1.520 -0.897 3.6578 -7.8078 -3.9962
O 0.912 -2.458 -1.463 -1.4769 2.7915 1.3083
H -0.741 0.322 -1.371 -0.4919 0.2928 -1.0463
N 4.460 0.160 5.495 -0.3321 -0.3389 -0.3393
C 3.798 -0.925 4.985 1.1139 -0.2876 1.4575
O 3.941 -2.057 5.430 -0.3879 1.1241 -0.7492
C 2.879 -0.635 3.845 -0.9018 -0.0325 -0.9835
C 2.633 0.632 3.311 -0.1788 0.1177 -0.2748
C 1.783 0.791 2.219 0.1845 -0.8140 0.4473
N 1.163 -0.266 1.638 0.9396 -0.0932 1.4025
C 1.357 -1.502 2.165 0.5286 0.6571 0.5389
C 2.196 -1.703 3.260 -0.2528 -0.2014 -0.3595
H 5.117 0.031 6.245 -0.0041 -0.2292 0.0755
H 4.383 1.090 5.126 -0.0267 -0.1382 -0.0146
H 3.074 1.536 3.710 0.0249 -0.0921 0.0016
H 1.608 1.794 1.829 -0.0750 -0.3580 -0.0970
H 0.833 -2.350 1.715 0.1553 0.3629 0.0285
H 2.318 -2.710 3.645 0.1075 0.1653 0.0720

20
Properties=species:S:1:pos:R:3:forces:R:3 method="wB97M-V/def2-TZVPD" relative_energy_kj_mol=56.5 homo_ev=-15.37 total_charge=+1 homo_lumo_gap_ev=12.56 fmax_ev_per_a=2.07
C -1.309 1.773 -0.181 -0.0009 0.5652 1.1859
N -0.429 0.564 -0.136 -0.4488 1.3478 -1.5116
H -1.830 1.766 0.778 -0.1749 0.0064 -0.1837
H -0.713 2.683 -0.165 0.0741 -0.1048 -0.3985
H -2.044 1.772 -0.982 0.3455 -0.2590 -0.1269
H -1.090 -0.202 -0.030 0.7425 -0.7030 0.5323
H 0.279 0.699 0.594 -0.0590 -0.6729 0.6246
H 0.097 0.464 -1.009 -0.1138 -0.2979 0.0970
H 3.094 0.546 -1.379 -0.2421 0.1358 0.1044
H 2.936 -0.858 -1.851 -0.2310 -0.1718 0.0264
O 2.435 -0.161 -1.408 0.3329 0.0799 -0.0808
H -2.535 -1.117 2.307 0.2005 0.3353 0.1333
H -1.724 -1.979 1.403 0.3823 0.4855 0.2679
O -1.684 -1.106 1.844 -0.6210 -0.8775 -0.5373
H -1.158 -2.663 -2.072 -0.2567 0.0404 0.3300
H 0.140 -1.982 -2.261 0.0468 0.1939 0.3961
O -0.583 -2.034 -1.616 0.1657 -0.1460 -0.6740
H 2.367 -0.044 1.728 -0.1713 0.2789 0.1206
H 2.019 1.199 2.599 -0.0138 -0.1574 -0.0992
O 1.733 0.680 1.837 0.0430 -0.0788 -0.2064

13
Properties=species:S:1:pos:R:3:forces:R:3 method="wB97M-V/def2-TZVPD" relative_energy_kj_mol=397.5 homo_ev=-7.86 homo_lumo_gap_ev=8.64 fmax_ev_per_a=1.39
C 0.297 -1.613 -0.722 -0.0411 -0.0701 0.0074
C 0.463 -0.145 -0.309 0.0805 0.1611 -0.0780
C -0.428 0.323 0.819 -0.0222 -0.3366 -0.0062
C -0.431 2.401 0.561 -0.0114 0.3749 -1.3351
O -0.427 2.652 -0.588 -0.0187 -0.3907 1.2515
H -0.732 -1.824 -1.034 0.1097 0.0636 0.0660
H 0.542 -2.298 0.098 -0.0455 0.1323 -0.0701
H 0.954 -1.860 -1.565 -0.0988 0.0739 0.1438
H 1.514 0.028 -0.042 -0.1098 -0.0012 -0.0315
H 0.259 0.486 -1.186 0.0648 -0.0887 0.0536
H -1.485 0.073 0.656 0.0810 0.1749 -0.0228
H -0.130 -0.086 1.797 0.0075 0.1831 -0.0925
H -0.395 1.863 1.514 0.0039 -0.2765 0.1139